The following is a quantum chemistry calculation of a 8-piece molecular cluster, C42H108N8O13 overall in a non-equilibrium geometry, from the Open Molecules 2025 dataset.

Values from the calculation:
ΔE to the lowest compared entry with this formula, charge and spin ... 592.8 kJ/mol
M ... 933.37 g mol⁻¹
Total charge ... 0
SMILES ... COC[C@H](C)N.COC[C@H](C)N.COC[C@H](C)N.COCCNCCOC.COCCNCCOC.COCCNCCOC.COCCNCCOC.COCCNCCOC
Highest occupied orbital energy ... -8.46 eV

The geometry in XYZ format:
```
171
Properties=species:S:1:pos:R:3:lowdin_charge:R:1
O -3.758 4.039 7.860 -0.23
O 7.293 2.539 5.418 -0.17
O -3.113 -1.715 -6.897 -0.19
O 0.708 0.780 7.918 -0.20
O -10.166 -0.924 -1.629 -0.20
O 0.720 -6.928 4.691 -0.20
O 4.727 8.384 -2.777 -0.20
O -0.216 -7.360 -4.599 -0.18
O 2.729 13.187 -2.275 -0.21
O 5.285 -5.981 4.197 -0.18
O -2.285 2.049 -0.088 -0.18
O 1.974 -2.117 -2.974 -0.20
O 1.380 -5.820 -9.651 -0.20
N 3.783 2.077 4.574 0.02
N -0.200 -3.881 -8.163 -0.07
N -0.708 3.309 7.528 -0.06
N 0.246 -0.348 1.200 0.02
N 2.098 10.251 -1.081 -0.08
N 2.675 -5.866 2.725 -0.05
N -13.204 -2.243 -3.294 0.00
N 0.363 -4.554 -3.458 -0.05
C 2.446 -3.296 -3.670 -0.21
C 0.718 -7.333 3.286 -0.19
C -0.540 -6.619 5.279 -0.11
C 1.771 -4.543 -3.119 -0.22
C -2.208 3.427 -0.511 -0.10
C -0.902 -2.609 -7.855 -0.21
C -1.600 4.060 6.653 -0.19
C -0.670 -4.633 -9.307 -0.21
C -2.363 -2.831 -7.378 -0.20
C 5.911 7.780 -2.311 -0.13
C -2.630 4.903 7.452 -0.17
C -1.253 2.244 8.364 -0.23
C 2.956 11.372 -0.676 -0.18
C -13.216 -1.417 -0.937 -0.05
C -4.786 4.641 8.632 -0.11
C 5.933 2.652 5.577 -0.22
C -2.171 -0.635 1.529 -0.05
C 5.147 2.255 4.250 -0.45
C 0.098 -7.001 -3.232 -0.22
C -0.130 1.403 8.938 -0.19
C -2.375 -0.804 -6.126 -0.13
C 2.484 9.330 -2.177 -0.17
C 3.674 8.384 -1.769 -0.18
C -8.743 -1.188 -1.807 -0.08
C -0.322 -5.608 -2.712 -0.19
C -1.062 0.091 0.658 -0.40
C -1.102 1.648 0.571 -0.21
C 7.985 3.391 6.315 -0.11
C 5.281 3.252 3.136 -0.07
C -10.939 -1.846 -2.335 -0.22
C 5.054 -6.509 2.908 -0.22
C 2.240 -6.894 -9.223 -0.09
C 5.389 -4.582 4.402 -0.11
C 0.111 -0.375 7.354 -0.11
C -1.628 -7.559 -4.843 -0.10
C 3.644 12.201 -1.816 -0.21
C -12.454 -1.425 -2.312 -0.38
C 3.117 13.868 -3.439 -0.12
C -0.002 -6.011 -9.442 -0.22
C 3.992 -5.755 2.114 -0.22
C 2.184 -7.222 2.794 -0.23
C 2.718 -0.953 -3.406 -0.11
H 0.067 2.888 7.034 0.10
H 4.607 -3.929 4.014 0.07
H -0.335 -2.165 -7.037 0.11
H 2.352 -0.083 -2.861 0.08
H 6.249 3.749 3.079 0.08
H 5.989 -6.374 2.363 0.11
H -0.254 -6.084 6.184 0.09
H 1.774 -4.505 -2.030 0.12
H -8.497 -1.068 -2.862 0.08
H -5.560 3.949 8.963 0.09
H -0.218 1.978 0.027 0.11
H 3.971 14.521 -3.257 0.08
H -3.033 -3.158 -8.173 0.12
H 0.072 -6.753 2.626 0.11
H -4.263 5.016 9.512 0.08
H 3.553 1.598 5.433 0.07
H 4.240 -4.693 2.117 0.10
H -2.255 -3.577 -6.591 0.12
H -12.574 -0.439 -2.760 0.12
H 5.558 1.309 3.900 0.13
H -1.935 1.602 7.806 0.10
H -3.212 3.686 -0.847 0.08
H 2.301 -5.421 -3.488 0.11
H -0.244 -6.592 -8.552 0.12
H 0.247 -1.351 1.314 0.06
H 3.731 10.967 -0.026 0.10
H 2.070 -7.824 -9.766 0.08
H -1.655 -0.335 -6.796 0.08
H 2.352 14.607 -3.678 0.09
H 6.316 7.385 -3.243 0.09
H 7.915 3.142 7.374 0.09
H -3.115 -0.491 1.004 0.07
H 4.012 -6.011 1.055 0.12
H -0.281 -7.752 -2.539 0.11
H 4.488 12.741 -1.387 0.11
H 4.131 8.755 -0.852 0.10
H -1.099 -7.537 5.458 0.08
H 4.820 -7.573 2.945 0.11
H -0.140 -5.638 -1.638 0.12
H -0.531 -4.004 -10.187 0.12
H -0.335 -6.525 -10.344 0.12
H 1.171 -7.123 -3.088 0.10
H 2.347 -7.085 -8.155 0.08
H -5.204 5.515 8.132 0.08
H 9.037 3.351 6.032 0.09
H -14.047 -1.741 -3.533 0.06
H -2.209 3.414 6.020 0.11
H -1.400 -5.522 -2.847 0.10
H 2.789 10.024 -2.960 0.10
H 5.004 2.736 2.217 0.07
H 2.397 -3.080 -4.738 0.12
H 0.474 2.096 9.524 0.12
H 2.312 -7.672 1.809 0.12
H -2.132 5.387 8.292 0.11
H 2.498 12.051 0.043 0.12
H -13.059 -2.328 -0.360 0.07
H 3.329 13.112 -4.196 0.09
H 0.353 -4.678 -4.460 0.11
H -1.522 3.640 -1.331 0.08
H 3.346 7.413 -1.397 0.11
H -14.260 -1.219 -1.181 0.07
H -0.553 0.673 9.628 0.12
H -1.742 -4.826 -9.255 0.11
H -10.759 -2.809 -1.856 0.12
H -0.878 -2.004 -8.761 0.12
H -1.767 -1.279 -5.356 0.09
H -0.864 -0.058 6.986 0.07
H 0.732 -0.194 0.328 0.06
H 3.228 -6.499 -9.458 0.08
H 5.861 6.969 -1.584 0.09
H -12.669 -2.308 -4.148 0.06
H 3.296 1.525 3.882 0.08
H 2.800 -0.833 -4.486 0.08
H -2.218 -0.171 2.514 0.07
H 2.704 -5.383 3.611 0.10
H 0.694 -0.795 6.534 0.09
H -10.577 -1.905 -3.361 0.11
H 0.489 -8.379 3.085 0.11
H 4.534 4.041 3.225 0.08
H -8.146 -0.396 -1.356 0.08
H -3.049 -0.101 -5.637 0.09
H 6.283 -4.219 3.896 0.09
H 4.120 11.744 -2.683 0.11
H -1.969 4.130 0.287 0.08
H 6.515 8.619 -1.965 0.09
H -0.085 -1.195 8.045 0.08
H 1.657 8.714 -2.529 0.11
H -8.472 -2.160 -1.395 0.09
H 3.514 -3.368 -3.466 0.11
H -1.891 2.730 9.103 0.12
H 7.663 4.430 6.251 0.08
H -0.945 2.182 1.508 0.12
H 2.688 -7.887 3.495 0.11
H 0.712 -3.475 -8.321 0.10
H -1.905 -7.469 -5.894 0.08
H 5.669 1.969 6.384 0.12
H 3.776 -1.022 -3.152 0.07
H 5.635 3.620 5.980 0.12
H -1.908 -1.675 1.723 0.06
H -2.147 -8.364 -4.324 0.08
H -3.038 5.737 6.881 0.11
H -1.074 4.641 5.895 0.12
H 1.309 10.704 -1.519 0.09
H -1.143 -0.334 -0.343 0.13
H -12.844 -0.708 -0.197 0.07
H -2.223 -6.713 -4.500 0.06
H 5.527 -4.410 5.470 0.09
H -1.131 -5.925 4.680 0.08
```